This record from OMol25 describes a structure of composition C20H18AsBeF6N5. The level of theory is ωB97M-V with the def2-TZVPD basis set.

Output
Largest force on an atom in eV Å⁻¹: 0.5
Frontier orbital gap (spin up / spin down) in eV: 8.59 / 6.23
Spin multiplicity: 2
HOMO (spin up / spin down) in eV: -11.5 / -12.0
Charge: +1

The geometry in XYZ format:
```
51
Properties=species:S:1:pos:R:3:forces:R:3
Be 0.00288 0.05151 0.37456 -0.4 -0.1 0.3
C -3.31010 -2.50398 5.64981 0.0 0.0 0.0
C -2.89903 -2.04303 4.28846 -0.1 0.1 -0.1
C -3.82110 -1.43593 3.42674 0.0 -0.1 0.0
C -3.43116 -0.93852 2.21091 0.0 0.0 0.0
C -2.08287 -1.01235 1.78156 0.1 0.2 -0.1
N -1.63443 -0.39957 0.66207 0.2 -0.4 0.2
C -2.49076 0.02913 -0.33759 -0.4 0.3 -0.2
C -3.51591 -0.78289 -0.84428 0.2 0.0 0.1
C -4.30330 -0.36078 -1.88942 0.0 0.1 -0.1
C -4.12549 0.90597 -2.45040 0.0 -0.1 0.2
C -4.96023 1.36284 -3.60560 0.1 0.0 -0.1
C -3.12427 1.72484 -1.93746 0.1 0.1 -0.1
C -2.29616 1.30500 -0.91170 -0.2 -0.5 0.0
N -1.32296 2.18118 -0.38063 0.0 0.3 -0.1
C -1.26441 3.52403 -0.50943 0.1 0.1 0.1
C -0.14453 3.96412 0.15114 0.1 0.0 0.0
C 0.44756 2.81037 0.66528 -0.1 0.1 -0.1
N -0.27087 1.74271 0.34543 0.4 -0.2 -0.1
C -1.15033 -1.63533 2.65963 -0.2 0.1 0.1
C -1.56912 -2.13326 3.87690 0.1 -0.1 -0.1
N 0.21251 -1.74032 2.31041 0.0 -0.3 0.1
C 1.08598 -2.67611 2.74487 0.1 0.0 -0.1
C 2.33450 -2.33166 2.29043 -0.1 0.0 0.1
C 2.14317 -1.15620 1.56237 0.1 -0.1 0.2
N 0.86091 -0.80364 1.57564 0.1 0.3 -0.2
H -4.39271 -2.50735 5.75065 0.0 0.0 0.0
H -2.90222 -1.83495 6.41138 0.0 0.0 0.0
H -2.92752 -3.50170 5.86656 0.0 0.0 0.0
H -4.85045 -1.32974 3.74296 0.0 0.0 0.0
H -4.14726 -0.41989 1.59080 0.0 0.0 0.0
H -3.63437 -1.77747 -0.43449 0.0 0.0 0.0
H -5.05436 -1.02350 -2.29906 0.0 0.0 0.0
H -5.88610 0.79514 -3.66594 0.0 0.0 0.0
H -4.41323 1.21809 -4.54025 0.0 0.0 0.0
H -5.19238 2.42476 -3.53331 0.0 0.0 0.0
H -2.99077 2.70521 -2.37499 0.1 0.0 0.0
H -2.01267 4.08807 -1.03619 -0.1 -0.1 0.0
H 0.20786 4.97590 0.23763 0.0 0.0 0.0
H 1.35483 2.70638 1.23446 0.0 -0.1 0.0
H -0.84681 -2.57800 4.54936 0.0 0.1 0.0
H 0.75420 -3.53317 3.30436 0.0 0.0 0.1
H 3.25758 -2.86006 2.44663 0.0 0.0 0.0
H 2.87207 -0.56103 1.03875 -0.1 0.0 -0.1
F 0.38391 -0.51582 -1.02929 0.1 0.2 -0.1
As 1.88870 0.10429 -2.11810 -0.2 0.1 0.0
F 2.45445 0.78360 -0.61008 -0.3 0.2 0.0
F 2.62434 -1.36754 -1.63379 0.0 0.1 -0.1
F 3.19646 0.70969 -2.99250 0.1 -0.1 -0.1
F 1.09944 -0.67172 -3.40892 0.0 0.0 0.0
F 0.91149 1.51181 -2.35814 0.1 -0.2 0.2
```
Positions in Å, forces in eV/Å.

This record from OMol25 describes a structure of composition C20H18Br4F6N3O5SbSe2Te2Ti at a distorted geometry. The level of theory is ωB97M-V with the def2-TZVPD basis set.

Output
Largest force on an atom in eV Å⁻¹: 1.7
Frontier orbital gap in eV: 5.50
HOMO in eV: -1.8
Charge: -2

The geometry in XYZ format:
```
62
Properties=species:S:1:pos:R:3:forces:R:3
Ti -0.73211 -0.61462 -0.09971 0.5 1.1 -1.2
Br -3.71644 5.52229 -1.30533 0.0 0.0 0.0
C -2.60954 4.14389 -0.62708 0.0 0.0 0.0
C -1.69220 4.41064 0.37959 0.0 0.0 0.0
Br -1.52861 6.14437 1.11696 0.0 0.0 0.0
C -0.87369 3.37934 0.86278 0.0 -0.1 -0.1
Br 0.44164 3.62799 2.18951 0.0 0.0 0.0
C -0.98499 2.10352 0.34055 0.0 0.0 0.1
O -0.22663 1.07712 0.70028 -0.1 -0.1 0.1
C -1.93735 1.81806 -0.66444 -0.1 0.1 0.0
O -1.99000 0.57519 -1.07331 -0.1 -0.1 0.3
C -2.73061 2.85123 -1.15195 0.1 -0.1 0.0
Br -3.93938 2.39383 -2.52382 0.0 0.0 0.0
Se -2.44194 -2.43337 -0.79826 -0.1 -0.5 -0.1
Te -3.30736 -2.79137 -3.08219 0.0 0.2 0.2
Te 0.25137 -4.27200 -3.01745 0.1 0.3 0.1
Se -0.00888 -3.02196 -0.88502 -0.2 -0.9 0.1
F 1.57293 -0.88004 0.58356 -0.1 0.0 0.0
Sb 2.67660 -1.17409 2.14748 0.0 0.1 0.2
F 2.08907 -2.96458 2.19406 0.1 0.0 -0.1
F 1.24088 -0.72016 3.27621 0.1 0.1 0.1
F 3.85418 -1.43129 3.60546 -0.1 -0.1 0.0
F 3.17238 0.65562 2.07443 0.0 0.0 -0.1
F 4.10577 -1.57928 0.97646 -0.1 0.0 -0.1
O -0.76682 -3.64777 3.45065 0.0 0.0 0.0
C -1.84783 -3.01433 3.91556 0.1 0.0 0.1
C -2.46134 -3.55459 5.05221 0.0 0.0 0.0
C -3.56095 -2.93971 5.61252 0.0 0.0 0.0
C -4.09089 -1.77210 5.06369 0.0 0.0 0.0
C -3.50481 -1.24859 3.92975 -0.1 0.0 -0.1
C -2.39482 -1.85452 3.34239 -0.1 0.0 0.1
C -1.84860 -1.27714 2.10460 0.4 0.2 -0.1
O -2.40867 -0.38752 1.44110 -0.2 0.0 0.2
O -0.72654 -1.72518 1.64473 -0.1 -0.1 -0.2
H -0.37296 -3.12924 2.71712 0.0 0.0 0.0
H -2.03916 -4.45660 5.47560 0.0 0.0 0.0
H -4.01476 -3.37380 6.49649 0.0 0.0 0.0
H -4.94930 -1.29004 5.51246 0.0 0.0 0.0
H -3.89454 -0.35725 3.45452 0.0 0.0 0.0
C 4.21914 1.38195 -2.14618 0.0 0.0 0.0
C 3.49708 1.68594 -0.84777 0.0 0.0 0.0
N 2.07394 1.39273 -0.97767 0.0 -0.2 0.0
C 1.51103 0.76468 -2.04817 0.0 0.3 0.1
N 0.41179 0.07702 -1.91048 0.0 -0.3 0.3
C -0.26695 -0.30164 -3.15141 0.0 0.2 0.0
C 0.73849 -0.76861 -4.18143 0.0 0.0 0.0
C 1.65265 0.39241 -4.49547 0.0 0.1 0.0
N 2.10706 1.00947 -3.25831 0.1 -0.1 0.0
C 3.31589 1.80864 -3.28945 0.0 0.1 0.0
H 4.40341 0.30827 -2.23370 0.0 0.0 0.0
H 5.18116 1.89632 -2.17569 0.0 0.0 0.0
H 3.61105 2.74809 -0.60778 0.0 0.0 0.0
H 3.91485 1.11388 -0.02167 0.0 0.0 0.0
H 1.57895 1.20596 -0.11384 0.0 0.1 0.0
H -0.82738 0.56160 -3.53311 -0.1 0.0 0.0
H -1.00668 -1.07071 -2.95107 0.0 -0.1 0.0
H 0.24060 -1.13252 -5.08095 0.0 0.0 0.0
H 1.31083 -1.60050 -3.77223 0.0 0.0 0.0
H 1.12515 1.13791 -5.10535 0.0 0.0 0.0
H 2.53104 0.06853 -5.06277 0.0 0.0 0.0
H 3.08463 2.87941 -3.20876 0.0 0.0 0.0
H 3.78913 1.64928 -4.25894 0.0 0.0 0.0
```
Positions in Å, forces in eV/Å.

This record from OMol25 describes a structure of composition C20H18ClINO11SSc. The level of theory is ωB97M-V with the def2-TZVPD basis set.

Output
Largest force on an atom in eV Å⁻¹: 0.4
Frontier orbital gap in eV: 6.65
HOMO in eV: -2.6
Charge: -2

The geometry in XYZ format:
```
54
Properties=species:S:1:pos:R:3:forces:R:3
Sc -0.10846 0.60359 0.67260 0.0 -0.4 -0.1
O -5.26256 2.30553 1.39328 0.1 0.0 -0.1
C -4.09828 2.08519 0.71374 -0.1 0.1 0.1
O -3.38135 2.97280 0.35872 -0.1 -0.1 0.0
C -3.92321 0.60804 0.44757 -0.1 0.0 0.0
O -2.68722 0.28462 -0.10564 0.1 0.1 -0.3
C -2.58209 0.59737 -1.50598 -0.1 -0.1 0.2
C -1.59821 1.72920 -1.76284 0.3 0.1 0.1
O -1.73940 2.44463 -2.74308 0.0 -0.1 -0.1
O -0.62757 1.77025 -0.91949 0.0 0.2 0.0
H -5.28006 3.25969 1.55396 0.0 0.0 0.0
H -4.03699 0.07710 1.38609 0.1 0.0 0.1
H -4.74749 0.30651 -0.21179 0.0 0.0 0.0
H -2.18597 -0.29278 -1.99542 0.0 0.0 0.0
H -3.55583 0.85391 -1.92176 0.0 0.0 0.0
C 3.02028 0.43148 -6.20031 0.0 0.0 -0.1
C 3.10279 0.52260 -4.69959 0.0 0.0 0.1
C 4.17355 -0.02271 -4.00456 0.0 0.0 0.0
C 4.23582 0.04952 -2.61564 0.0 0.0 0.0
C 3.22332 0.67635 -1.91229 0.0 0.0 -0.1
C 2.14126 1.22861 -2.59285 0.0 0.0 0.0
C 2.08924 1.15017 -3.97266 0.0 0.0 0.0
S 3.24694 0.75238 -0.12170 -0.1 0.1 -0.1
O 3.09889 2.14191 0.22180 0.0 0.0 0.0
O 4.46997 0.07144 0.25544 0.1 0.0 0.0
N 1.95266 -0.04214 0.31935 -0.2 -0.1 0.0
C 1.97987 -1.45981 -0.06261 0.0 0.0 -0.1
C 0.65535 -1.90457 -0.69195 0.0 0.0 0.0
O 0.57830 -3.01722 -1.20262 0.0 0.0 0.1
O -0.29061 -1.03401 -0.63326 0.1 0.0 0.1
H 3.87145 -0.11610 -6.60860 0.0 0.0 0.0
H 3.00934 1.42299 -6.65991 0.0 0.0 0.0
H 2.10841 -0.07998 -6.51636 0.0 0.0 0.0
H 4.96646 -0.52487 -4.55042 0.0 0.0 0.0
H 5.06444 -0.38008 -2.06701 0.0 0.0 0.0
H 1.32896 1.69881 -2.05034 0.1 0.0 0.0
H 1.23257 1.57338 -4.48763 0.0 0.0 0.0
H 2.18581 -2.10700 0.79520 0.0 0.0 0.0
H 2.75872 -1.67918 -0.79792 0.0 0.0 0.0
Cl -1.49125 -3.44757 7.26776 0.0 0.0 0.0
C -1.24465 -2.61217 5.74407 0.0 0.0 0.0
C -0.38614 -3.15644 4.78656 0.0 0.0 0.0
C -0.18764 -2.50596 3.59664 0.0 0.0 0.0
C -0.83563 -1.27713 3.28020 0.2 -0.1 0.0
O -0.56432 -0.71024 2.16835 -0.3 0.2 0.0
C -1.72338 -0.76172 4.26796 0.0 0.1 0.1
C -2.54383 0.44206 4.10708 -0.2 -0.2 -0.1
O -2.81835 1.01942 3.08328 0.0 0.0 0.0
C -1.89065 -1.43209 5.48820 0.0 0.0 0.0
H 0.12663 -4.08814 4.99145 0.0 0.0 0.0
H 0.48528 -2.90835 2.84953 0.0 0.0 0.0
H -3.01111 0.76629 5.06558 0.1 0.1 0.0
H -2.55376 -1.00294 6.23139 0.0 0.0 0.0
I 0.24970 2.71733 2.56843 0.0 0.1 0.1
```
Positions in Å, forces in eV/Å.